{"formula": "C15H25HgIN6O", "method": "the ωB97M-V functional and the def2-TZVPD basis", "relative_energy_kcal_mol": 0.0, "charge": 1, "spin_multiplicity": 2, "gap_ev": [7.1878, 8.3001], "homo_energy_ev": [-8.9, -11.3], "elements": ["Hg", "N", "C", "C", "N", "H", "H", "H", "H", "H", "H", "H", "H", "C", "N", "C", "C", "O", "H", "H", "H", "H", "H", "H", "H", "I", "C", "C", "C", "C", "C", "N", "H", "H", "H", "H", "N", "C", "C", "C", "N", "C", "C", "H", "H", "H", "H", "H", "H"], "coordinates": [[-0.257, -0.825, 0.975], [-1.215, -1.955, 3.148], [-2.292, -2.851, 2.711], [-1.872, -3.646, 1.480], [-1.695, -2.775, 0.306], [-0.486, -2.467, 3.632], [-1.558, -1.249, 3.787], [-3.166, -2.243, 2.468], [-2.598, -3.552, 3.491], [-2.608, -4.431, 1.300], [-0.917, -4.137, 1.677], [-2.589, -2.481, -0.070], [-1.191, -3.235, -0.443], [1.952, 0.374, -4.308], [1.346, 0.041, -3.028], [1.487, 1.017, -1.959], [0.594, -1.058, -2.873], [0.041, -1.394, -1.835], [3.005, 0.620, -4.171], [1.455, 1.230, -4.768], [1.883, -0.476, -4.984], [1.143, 1.994, -2.301], [2.532, 1.102, -1.653], [0.889, 0.701, -1.107], [0.529, -1.666, -3.790], [2.389, 0.918, 3.028], [3.261, 0.033, 1.327], [4.498, 0.482, 0.885], [5.042, -0.147, -0.224], [4.347, -1.184, -0.831], [3.123, -1.554, -0.305], [2.591, -0.951, 0.764], [5.015, 1.280, 1.398], [6.005, 0.169, -0.605], [4.747, -1.699, -1.694], [2.532, -2.352, -0.742], [-4.037, 4.679, 0.521], [-3.304, 3.545, 0.649], [-2.167, 3.495, 1.468], [-1.468, 2.315, 1.581], [-1.813, 1.187, 0.950], [-2.891, 1.236, 0.160], [-3.657, 2.364, -0.020], [-3.734, 5.537, 0.942], [-4.803, 4.725, -0.125], [-1.835, 4.372, 2.012], [-0.582, 2.261, 2.206], [-3.149, 0.318, -0.359], [-4.522, 2.333, -0.671]], "atomic_forces_ev_per_a": [[0.044, 0.142, 0.088], [-0.119, -0.058, -0.003], [0.089, 0.020, -0.101], [-0.043, 0.045, -0.092], [-0.041, -0.117, 0.273], [0.024, -0.010, -0.019], [0.001, 0.024, -0.012], [0.020, 0.022, -0.006], [-0.002, -0.032, 0.038], [-0.033, -0.041, -0.009], [0.013, -0.002, 0.001], [-0.011, 0.001, -0.014], [0.040, 0.087, -0.031], [-0.059, -0.056, 0.099], [0.045, 0.198, -0.095], [-0.020, -0.066, -0.069], [0.201, 0.038, -0.036], [-0.190, -0.177, 0.010], [0.023, -0.015, 0.027], [-0.012, 0.026, 0.017], [-0.026, -0.011, -0.001], [-0.017, 0.008, -0.015], [0.018, -0.018, -0.004], [0.025, 0.013, -0.019], [-0.001, 0.023, 0.058], [0.039, -0.020, -0.082], [-0.049, -0.136, 0.005], [-0.004, -0.034, -0.023], [0.025, 0.052, 0.028], [-0.028, -0.034, -0.046], [-0.004, 0.114, 0.120], [0.042, -0.024, -0.057], [-0.006, 0.024, -0.023], [-0.006, -0.008, 0.007], [0.010, 0.003, 0.015], [0.018, 0.039, 0.018], [0.032, -0.052, -0.001], [-0.010, 0.014, 0.018], [0.049, 0.042, 0.051], [-0.064, -0.021, -0.026], [0.003, -0.027, -0.074], [0.033, 0.051, 0.056], [-0.060, -0.024, -0.059], [0.009, 0.001, 0.008], [-0.001, -0.007, -0.003], [-0.024, -0.029, -0.028], [-0.020, 0.002, -0.026], [0.012, 0.027, 0.011], [0.034, 0.010, 0.027]]}